1.
A cluster of 18 separate species, C14H64N16O18 in total at a distorted geometry, computed with wB97M-V/def2-TZVPD.

```
112
Properties=species:S:1:pos:R:3:forces:R:3:mulliken_charge:R:1
N 20.196 -6.710 -7.368 0.537 -2.662 -5.066 -0.288
C 17.983 -2.538 -9.693 2.270 0.673 0.442 -0.127
H 23.378 -0.048 -3.191 0.042 -0.220 0.225 0.418
O 19.351 -7.370 -5.410 -0.522 -1.235 0.304 -0.756
H 21.844 -0.936 -6.131 -0.426 0.171 -0.458 0.000
H 23.203 -5.051 -6.706 0.123 0.275 0.078 0.288
C 19.860 -6.545 -6.148 -1.334 -1.670 3.516 0.394
H 14.438 -0.359 -9.965 0.087 0.721 -0.020 0.161
O 12.985 -0.433 -8.882 0.009 -0.779 0.144 -0.732
H 12.367 -0.732 -8.215 -0.335 -0.061 0.299 0.245
H 18.981 -2.319 -10.073 0.381 0.086 -0.011 0.249
H 20.224 -5.061 -9.936 0.043 0.105 0.324 0.251
H 22.479 -1.501 -3.708 0.335 -0.093 -0.257 0.247
C 16.338 -5.736 -4.211 -1.934 -5.585 -1.241 0.525
H 14.799 -1.498 -6.604 -0.535 -0.134 -0.011 -0.072
H 20.020 1.004 -12.147 0.186 0.046 -0.208 0.240
H 15.880 -5.713 -9.332 -0.394 0.115 -0.764 0.303
C 13.969 2.791 -8.722 0.524 3.647 -2.992 0.567
H 20.017 -7.657 -7.670 -0.021 0.459 -0.775 0.210
H 21.977 -2.273 -9.246 0.264 0.308 -0.230 0.151
H 13.344 -1.238 -9.254 -0.229 -0.891 0.182 0.224
N 20.245 -2.690 -2.581 5.638 -0.625 0.207 -0.240
N 14.717 1.998 -8.018 1.865 -2.452 2.485 -0.204
H 17.384 -1.696 -14.630 0.358 -0.168 0.026 0.294
H 16.142 -4.618 -8.099 0.431 -0.430 0.080 0.438
H 17.709 -4.960 -3.151 0.322 -0.846 0.848 0.281
O 19.423 -2.574 -12.557 1.325 -0.532 2.256 -0.381
H 15.629 2.381 -7.811 -0.260 -0.382 0.410 0.190
C 19.021 -2.744 -2.958 -0.672 1.039 1.974 -0.004
H 15.337 -0.772 -11.110 0.167 -0.351 -0.265 0.257
H 18.576 -1.290 -1.729 -0.596 -0.092 0.319 0.238
H 20.135 -0.458 -3.714 0.047 0.041 -0.025 0.252
H 16.681 -0.895 -5.985 0.389 -0.191 0.364 0.027
O 15.430 -4.109 -7.712 -0.870 0.177 0.582 -0.839
H 16.648 -5.042 -13.632 0.196 -0.088 0.340 0.166
N 18.202 -2.119 -2.168 -2.843 2.442 1.806 -0.427
N 16.585 -4.826 -12.647 5.184 0.889 -3.134 -0.207
H 14.799 -5.324 -13.758 -1.180 -0.561 -0.048 0.101
H 16.783 0.759 -10.386 -0.538 -0.299 0.265 0.350
H 17.251 -2.109 -2.507 -0.426 0.311 0.400 0.191
O 18.670 -3.366 -3.888 -0.669 -2.712 -4.243 -0.659
C 19.016 -2.451 -13.684 0.518 0.411 4.597 0.254
O 14.967 -1.626 -3.570 -1.394 -0.627 4.665 -0.732
H 20.791 -3.340 -3.129 0.631 0.355 0.293 0.202
O 20.289 -5.047 -10.891 -0.095 -0.375 -0.380 -0.766
N 14.512 -5.379 -12.791 -2.359 -1.226 -3.146 -0.412
C 15.235 -1.485 -4.711 1.146 0.246 0.927 0.627
H 15.772 -3.217 -7.662 0.118 0.195 -0.167 -0.121
C 22.390 -0.462 -3.391 0.729 -0.491 -0.879 -1.401
N 14.396 -1.510 -5.678 -3.330 0.168 -4.406 -0.085
O 21.192 -4.193 -7.955 0.275 -0.056 -0.440 -0.276
H 13.394 -1.532 -5.553 0.498 -0.254 0.215 0.195
O 20.342 0.060 -4.495 -0.710 0.377 -0.071 -0.448
H 18.664 -2.868 -15.444 0.840 -1.163 -0.551 0.195
O 21.700 -1.758 -11.204 0.890 -0.320 0.599 -0.683
O 14.368 3.938 -8.930 -0.729 0.176 -0.097 -0.697
O 15.332 -4.674 -10.860 -0.368 0.400 2.099 -0.658
H 21.023 -2.064 -11.809 -0.539 -0.054 -0.289 0.314
H 19.173 0.805 -10.908 -0.641 -0.035 0.417 0.393
C 22.190 0.075 -5.916 1.300 -0.797 0.566 -0.968
N 20.251 -5.392 -5.738 1.308 5.385 2.841 -0.163
C 21.734 0.364 -4.500 -0.684 -0.209 0.794 0.605
O 17.606 1.232 -10.506 0.150 0.343 -0.009 -0.649
N 16.560 -4.650 -4.802 -1.465 6.370 -6.038 0.157
H 16.028 -4.443 -5.635 -0.180 -0.293 -0.131 -0.012
H 16.271 -6.900 -8.478 0.042 -0.216 0.425 0.286
H 18.074 -3.602 -9.472 -0.739 -0.043 0.157 -0.182
H 12.558 2.427 -10.239 0.320 0.699 0.465 0.246
H 19.598 -4.065 -14.487 0.225 -0.027 -0.765 0.299
H 17.097 -1.190 -4.278 0.199 0.228 -0.724 -0.109
H 20.388 -5.908 -7.952 0.164 -0.609 -0.110 0.322
N 19.260 -3.132 -14.672 2.753 -6.508 -6.765 -0.354
C 22.312 -3.668 -7.832 -3.492 0.302 -2.081 0.358
H 12.964 1.208 -9.135 -0.685 0.487 -0.614 0.295
H 18.406 -3.332 -7.132 -0.064 0.014 -0.033 0.055
N 12.927 2.199 -9.327 -1.524 -1.297 -0.017 -0.445
H 21.959 0.810 -6.688 -0.450 -0.124 0.266 0.389
O 20.013 0.562 -11.298 0.994 -0.187 -0.306 -0.543
O 15.653 -6.707 -4.581 -0.575 0.811 0.082 -0.828
H 23.273 -0.051 -5.919 0.337 0.319 -0.013 0.386
C 15.480 -4.969 -12.020 -1.844 0.702 3.162 0.697
H 16.186 -1.057 -8.659 -1.423 -0.145 -0.199 -0.566
O 16.512 -1.698 -8.023 -1.548 2.437 0.199 1.344
O 15.354 -0.372 -10.241 0.160 0.044 -0.254 -0.484
C 18.613 -2.266 -7.229 1.176 0.461 -1.032 -0.702
N 18.167 -1.569 -14.004 -5.400 6.828 1.269 -0.511
H 17.392 -4.354 -12.264 -0.168 -0.249 0.469 0.033
H 24.139 -3.617 -7.188 0.127 -0.827 0.415 0.144
C 17.838 -1.637 -8.410 1.965 -3.277 -0.019 0.323
H 17.314 -3.993 -4.667 -0.338 -0.569 0.427 0.624
N 17.112 -5.774 -3.200 3.066 -0.973 5.775 -0.356
H 17.904 -1.188 -13.106 -0.621 1.055 -0.250 0.198
H 14.440 1.046 -7.827 0.510 0.219 0.186 0.150
H 21.904 1.401 -4.209 -0.271 0.342 -0.275 0.192
H 18.259 -0.655 -8.629 -0.568 0.432 0.145 0.249
H 18.528 -1.797 -6.249 -0.413 0.176 -0.323 0.152
N 16.478 -1.275 -5.071 3.036 0.680 -0.806 0.048
H 20.558 -4.730 -6.435 -0.034 0.100 0.246 0.322
H 21.414 -0.881 -10.948 -0.400 0.499 -0.169 0.330
N 23.270 -4.124 -7.100 2.648 -1.224 2.205 -0.427
H 20.677 -2.212 -1.804 -0.536 -0.363 -0.085 0.265
H 17.286 -6.642 -2.714 0.130 0.371 -0.202 0.217
H 19.968 -5.008 -4.848 -0.379 -0.404 -0.283 -0.023
H 17.398 1.920 -11.138 -0.087 0.406 -0.051 0.302
H 17.412 -2.350 -10.602 -0.797 0.156 0.526 -0.196
H 13.577 -5.659 -12.532 0.512 0.254 0.196 0.238
H 19.661 -2.126 -7.497 0.266 -0.468 0.105 -0.029
O 16.638 -6.144 -8.937 0.585 -0.299 -0.030 -0.593
H 21.820 -0.562 -2.467 -0.070 0.841 -0.002 0.353
H 23.433 -2.088 -8.192 -0.355 0.474 -0.897 0.136
N 22.587 -2.552 -8.490 0.709 1.163 0.105 -0.190
H 20.434 -4.126 -11.108 0.010 0.340 -0.058 0.390
```
Positions in Å, forces in eV/Å.

## Properties
Total charge: 0
HOMO-LUMO gap in eV: 6.7


2.
A cluster of 25 separate species, C14H78N28O25 in total at a distorted geometry, computed with wB97M-V/def2-TZVPD.

```
145
Properties=species:S:1:pos:R:3:forces:R:3:mulliken_charge:R:1
C 0.544 -3.831 -2.991 -2.632 -3.301 1.569 0.628
H 1.784 0.786 0.159 0.594 -0.562 0.716 -0.105
O -3.974 0.430 -6.098 0.079 0.167 -0.117 -0.630
N 3.663 -0.165 -4.423 1.517 -1.982 -4.609 -0.424
H 6.816 1.428 -0.875 0.569 -0.133 0.409 0.323
H -5.178 -4.289 -2.690 0.180 -0.498 0.380 0.137
C 3.748 2.486 0.230 1.261 1.654 -0.977 0.686
O 7.519 -2.019 0.591 3.497 0.559 -1.172 -0.733
H 0.408 4.617 -1.080 -0.112 0.544 0.043 0.013
H 1.469 1.049 8.099 -0.069 -0.703 -0.299 0.188
N -0.683 -0.272 -0.957 -5.456 -5.444 -3.372 0.691
H 6.850 1.127 -2.358 0.224 -0.010 -0.391 0.223
H 2.009 -2.969 -2.140 0.266 0.448 -0.219 -0.074
N -1.482 7.855 1.908 -1.229 5.072 1.451 -0.384
H -2.904 -0.088 2.476 -0.168 0.228 -0.330 0.241
H -2.823 1.776 -0.535 0.189 0.637 -0.150 0.021
N 2.312 -1.107 3.608 -2.596 2.751 -1.425 0.841
C -5.426 -4.514 1.048 -0.008 -0.958 -0.119 0.576
H 3.582 -1.035 5.665 0.030 -0.595 0.142 0.116
O -1.774 -1.748 3.802 -0.041 0.128 2.435 -0.839
H -4.625 -1.468 -2.095 0.129 0.271 -0.272 0.368
C 0.747 -0.303 6.645 -2.922 4.418 -1.272 0.532
H -0.328 6.082 -1.756 0.494 -0.128 0.633 0.152
H 4.365 -0.867 -4.236 -0.007 0.084 -1.007 0.203
H -4.561 -1.791 -0.617 -0.025 -0.001 0.352 0.089
H -1.994 5.628 2.805 0.196 0.044 -0.274 0.247
H -6.159 -3.920 2.771 -0.508 -0.352 0.080 0.173
H 2.364 -5.738 0.373 -0.389 0.256 0.170 0.180
H -5.661 1.443 1.718 -0.160 -0.095 0.164 0.284
O -3.853 4.142 -3.915 -0.978 0.187 0.749 -0.693
H -5.086 -5.838 -3.503 -0.227 0.517 -0.055 0.211
H -1.269 -0.114 -1.764 -0.219 -0.318 0.385 0.038
H -0.398 -0.355 -4.811 0.022 -0.094 -0.156 0.191
H -2.476 2.720 2.202 -0.074 -0.425 0.990 0.263
H 2.262 3.044 1.314 -0.301 0.900 -0.101 0.074
C -3.381 -5.219 -2.908 0.479 -0.623 -0.580 0.629
H 1.942 -2.799 -3.883 0.036 0.013 0.535 0.201
N -4.630 -5.043 -3.080 -6.247 0.317 -1.618 -0.295
O 1.650 -2.651 0.278 -1.687 0.933 0.169 0.180
H -7.317 -4.776 1.811 0.342 0.156 -0.173 0.238
O -5.047 0.104 -2.533 0.007 0.366 -0.396 -0.529
C 6.448 -1.899 1.103 0.564 -0.194 -3.265 0.571
C 3.017 0.219 -3.386 3.646 0.032 2.025 0.251
C 0.018 4.715 -3.061 -3.811 2.718 -2.861 0.619
N 0.035 -3.963 -4.140 -4.202 -2.098 -6.460 -0.397
H -3.628 0.716 -1.256 -0.305 -0.057 -0.256 0.058
O -0.596 0.337 -4.179 -1.118 -0.039 -0.038 -0.535
O 0.121 -4.521 -2.086 -0.040 -0.521 2.620 -0.854
H 5.087 3.865 -0.510 0.069 -0.464 -0.234 0.197
H -0.915 -2.475 0.831 -0.420 0.443 0.274 -0.349
C 2.239 -3.714 0.272 0.564 -0.304 -0.009 -0.069
O -3.299 0.959 -0.390 -0.156 -0.760 0.333 0.020
O -0.216 1.850 -0.681 -0.030 1.594 -0.072 -0.270
N 3.475 -3.788 -0.218 2.594 -0.001 -1.057 -0.437
C 3.030 -2.101 4.007 0.103 1.324 -0.197 0.229
H -1.564 1.910 -4.826 0.252 -0.624 0.130 0.404
H 0.996 -5.002 1.200 0.231 -0.271 -0.291 0.234
H -4.090 -3.632 2.371 -0.282 -0.197 0.022 0.219
O -2.785 -6.057 -3.501 2.545 -3.878 -2.427 -0.763
N 0.981 0.174 0.159 4.393 -0.288 3.924 1.225
H -6.000 0.047 -2.464 -0.416 0.004 0.194 0.252
N -1.443 5.737 1.966 0.437 -3.697 0.323 -0.264
N -1.534 2.357 2.161 -1.948 0.911 -1.842 0.671
H 0.995 1.412 3.674 0.122 -0.270 -0.196 -0.092
N -4.259 -4.164 1.529 4.253 1.951 0.978 -0.293
O 1.955 0.695 -3.424 -5.507 2.197 0.419 -0.667
N 1.497 -3.039 -3.008 6.828 5.423 1.983 -0.067
O 1.081 -1.316 7.053 3.045 -7.634 2.246 -0.597
H -0.968 4.939 1.570 -0.437 -0.457 0.690 -0.002
O 6.463 0.831 -1.535 0.006 -0.063 0.006 -0.635
H 0.466 3.113 -2.202 -0.094 -1.329 -0.596 -0.134
H -0.402 -0.785 5.047 -0.107 -0.032 0.115 0.104
H 3.091 -0.079 -5.251 0.655 -0.705 -0.432 0.292
H 5.217 -2.539 2.626 -0.262 0.187 -0.386 0.156
C 0.004 0.647 -0.488 0.102 4.836 -0.558 1.143
H 0.192 -3.448 -4.994 0.232 -0.081 0.495 0.138
H 2.639 -0.225 3.977 -0.713 0.377 -0.627 -0.213
H 3.476 0.776 -1.587 -0.275 -0.533 0.416 -0.587
H 6.856 -2.905 2.706 -0.064 0.004 -0.230 0.201
N 0.422 1.747 2.912 5.722 -1.481 -1.136 0.425
O -5.492 -4.914 -0.073 -1.354 -0.784 -2.539 -0.592
H -0.434 0.885 5.458 -0.241 -0.250 -0.174 0.164
H -0.420 -1.192 -0.634 -0.455 -0.200 -1.144 -0.611
N 6.117 -2.471 2.173 -0.380 -3.400 7.272 -0.288
H 1.926 -1.220 2.682 -0.230 0.390 0.139 -0.355
H -4.895 0.731 -3.240 0.201 0.371 -0.215 0.154
H -3.159 4.722 -3.600 0.473 0.282 -0.294 0.296
N 0.078 5.163 -1.863 0.681 2.670 4.909 -0.180
H -3.315 -3.610 -1.797 0.455 -0.035 0.426 0.113
H 4.087 -4.380 0.326 0.239 0.083 -0.351 0.234
H 5.603 -0.740 -0.251 -0.396 0.033 0.279 0.234
O 3.309 1.617 4.233 -0.230 -0.014 0.152 -0.658
N 0.953 0.845 7.254 1.427 4.796 2.001 -0.371
N -0.067 -0.039 5.640 -1.216 -1.094 -2.954 -0.030
H -2.637 1.974 -5.892 -0.249 -0.368 -0.287 0.318
H -3.390 3.436 -4.365 0.707 -0.225 -0.432 0.388
H 4.158 1.571 4.672 0.257 0.006 0.230 0.260
H -3.568 -0.349 -5.720 0.165 -0.324 0.071 0.326
H -2.412 -0.583 0.921 0.346 -0.108 0.099 -0.206
H -3.544 -4.029 0.829 -0.059 -0.192 0.038 0.130
H 0.569 1.403 1.974 0.505 -0.249 0.038 -0.127
H -0.497 -4.819 -4.206 -0.599 0.178 -0.423 0.243
H 3.898 -2.925 -0.528 0.044 0.001 0.338 0.134
H 4.793 0.023 -2.174 -0.207 -0.202 -1.122 0.201
O -4.546 -2.200 -1.483 0.047 -0.677 0.237 -0.575
O -1.215 2.024 4.374 -0.101 0.445 -0.475 -0.973
H 0.212 0.442 -3.677 0.896 0.167 0.248 0.443
H 5.234 2.117 -0.940 0.308 0.735 -0.455 0.234
N 5.401 -1.411 0.477 -2.621 1.964 -1.568 -0.194
H 3.506 1.964 3.363 0.062 0.119 -0.380 0.276
H 4.639 -1.296 1.131 -0.541 0.795 -0.852 -0.007
H -4.764 0.566 -5.575 -0.305 0.063 -0.057 0.286
N -6.353 -4.538 1.997 -2.392 0.407 1.751 -0.436
C -0.860 6.832 1.505 1.723 -3.167 -3.282 0.611
N -2.817 -4.440 -2.086 2.809 3.406 3.568 0.146
N -0.970 -2.380 1.835 2.178 -2.700 -0.303 0.418
H -4.654 1.845 0.661 0.427 -0.195 -0.479 0.243
O 0.001 6.757 0.612 -0.060 0.477 0.648 -0.697
H -0.716 -3.236 2.307 0.371 0.193 -0.028 0.208
N 3.024 3.397 0.753 -1.888 3.672 1.756 -0.278
C -1.714 -1.582 2.617 0.851 -2.293 -1.344 0.157
H -1.165 8.725 1.502 -0.425 0.302 0.817 0.269
H -2.349 3.991 -0.922 0.437 0.252 -0.140 0.202
H 3.202 4.340 0.438 -0.911 0.152 0.730 0.178
O 3.427 1.356 0.377 -0.052 -5.392 0.264 -0.686
H 1.006 -0.827 0.291 1.165 0.069 0.054 -0.853
N 3.804 0.162 -2.319 -0.052 0.666 4.206 0.299
N 0.331 3.473 -3.136 1.570 -3.955 -1.145 0.008
O -2.061 2.526 -5.364 -0.122 0.683 0.060 -0.615
O -4.967 2.076 1.536 -0.230 0.335 0.573 -0.603
H -1.832 -4.634 -1.983 0.270 0.712 0.235 0.072
N 1.855 -4.920 0.676 -1.645 -0.658 1.113 -0.306
O 3.152 -3.107 3.396 0.584 -4.503 -2.198 -0.674
N -2.416 -0.770 1.913 -3.257 4.127 -0.793 0.260
N 4.789 2.900 -0.483 1.287 -0.316 -0.741 -0.428
C -0.775 2.003 3.212 -5.384 1.959 2.137 0.358
O -3.249 3.703 -0.774 0.154 -0.175 0.465 -0.563
H -2.000 7.685 2.757 -0.189 1.316 -0.302 0.194
O -0.575 5.429 -3.887 0.688 -0.501 -1.064 -0.763
H 4.382 -2.581 5.211 0.088 0.501 1.061 0.300
H 0.624 1.649 6.739 0.281 0.137 0.602 0.117
N 3.780 -1.792 5.026 2.759 -0.471 2.846 -0.256
H -1.252 2.403 1.192 0.920 -0.416 0.124 -0.820
H -0.136 2.934 -3.851 0.476 -0.053 0.184 0.012
H -3.755 4.130 -1.466 -0.293 0.003 -0.442 0.247
```
Positions in Å, forces in eV/Å.

## Properties
Total charge: 0
HOMO-LUMO gap in eV: 8.0